{
  "formula": "C21H40FNO17S4",
  "method": "ωB97M-V with the def2-TZVPD basis set",
  "total_energy_ev": -104772.1899,
  "gap_ha": 0.346,
  "homo_energy_ev": -9.935,
  "spin_multiplicity": 1,
  "charge": 0,
  "e_lumo_ev": -0.507,
  "largest_force_ha_per_bohr": 0.095,
  "smiles": "O=[N+]([O-])c1ccccc1.O=C1OC[C@@H](F)O1.CCOS(C)(=O)=O.CCOS(C)(=O)=O.CCOS(C)(=O)=O.CCOS(C)(=O)=O",
  "species": ["O", "N", "O", "C", "C", "C", "C", "C", "C", "H", "H", "H", "H", "H", "O", "C", "O", "C", "C", "F", "O", "H", "H", "H", "C", "C", "O", "S", "C", "O", "O", "H", "H", "H", "H", "H", "H", "H", "H", "C", "C", "O", "S", "C", "O", "O", "H", "H", "H", "H", "H", "H", "H", "H", "C", "C", "O", "S", "C", "O", "O", "H", "H", "H", "H", "H", "H", "H", "H", "C", "C", "O", "S", "C", "O", "O", "H", "H", "H", "H", "H", "H", "H", "H"],
  "coordinates": [[-24.2130, -5.6653, -6.9401], [-23.0928, -5.6298, -6.4578], [-22.4770, -4.6109, -6.0936], [-22.4781, -6.9539, -6.0664], [-23.1354, -8.1530, -6.4497], [-22.7109, -9.4662, -6.0465], [-21.4392, -9.5201, -5.3725], [-20.9452, -8.3172, -4.8438], [-21.3577, -7.1047, -5.2854], [-24.0470, -8.2367, -7.0228], [-23.2857, -10.3543, -6.2638], [-21.0222, -10.4743, -5.0861], [-20.0451, -8.3618, -4.2487], [-20.9030, -6.2316, -4.8412], [-18.0561, -3.2694, 0.8230], [-18.9026, -2.5761, 0.3424], [-18.8973, -1.3276, 0.1165], [-20.0913, -0.9163, -0.3899], [-21.0475, -1.9314, 0.1164], [-21.9588, -2.1999, -0.8510], [-20.1315, -3.0698, 0.1511], [-20.3553, 0.0515, 0.0364], [-20.2142, -0.9170, -1.4729], [-21.6280, -1.8418, 1.0347], [-33.1381, -0.5196, -13.4089], [-32.3114, -1.5608, -12.6986], [-31.0188, -0.9962, -12.2898], [-29.8660, -1.1157, -13.4375], [-29.7259, 0.7547, -13.7813], [-28.5812, -1.5129, -12.8574], [-30.3057, -1.8956, -14.5984], [-33.4059, 0.3236, -12.7723], [-34.0837, -1.0034, -13.6536], [-32.6555, -0.2140, -14.3372], [-32.5932, -1.8514, -11.6866], [-32.2098, -2.4972, -13.2471], [-29.7540, 1.2943, -12.8346], [-30.5915, 1.0445, -14.3770], [-28.8191, 0.7990, -14.3845], [-22.7282, -7.2276, -15.4442], [-23.6579, -8.2139, -14.8336], [-23.4802, -9.3184, -15.6692], [-22.8125, -10.8053, -15.1515], [-21.0655, -10.2090, -15.2783], [-23.2789, -11.1193, -13.8272], [-23.0533, -11.6870, -16.2853], [-23.2395, -6.8015, -16.3074], [-21.7547, -7.6265, -15.7295], [-22.5653, -6.5260, -14.6261], [-23.3393, -8.3685, -13.8027], [-24.7121, -7.9369, -14.8263], [-21.0318, -9.8173, -16.2949], [-20.5286, -11.1241, -15.0282], [-20.8582, -9.3701, -14.6139], [-10.3055, -13.3336, 0.3634], [-11.7316, -13.0083, 0.4077], [-12.1427, -13.2557, -0.9569], [-13.6653, -13.9281, -1.0918], [-13.2566, -15.6486, -0.7171], [-14.6122, -13.4035, -0.0840], [-14.0878, -13.8876, -2.4822], [-9.8449, -13.1543, 1.3349], [-9.6806, -12.7934, -0.3477], [-10.0433, -14.3796, 0.2044], [-12.1851, -13.6547, 1.1591], [-12.0372, -11.9971, 0.6767], [-13.0600, -16.2163, -1.6266], [-14.3180, -15.8906, -0.6633], [-12.5938, -15.7639, 0.1405], [-14.7262, -8.6367, -8.8664], [-13.7733, -7.4361, -9.2968], [-14.4377, -6.2738, -9.0957], [-14.8410, -5.4955, -10.5694], [-15.6779, -3.9775, -9.9034], [-13.5115, -5.2033, -11.1129], [-15.8775, -6.2345, -11.3491], [-15.1772, -8.3683, -7.9110], [-14.1159, -9.5397, -8.8798], [-15.5986, -8.8086, -9.4968], [-12.8391, -7.5261, -8.7424], [-13.4262, -7.6049, -10.3162], [-15.0123, -3.1144, -9.9057], [-16.0432, -4.3169, -8.9341], [-16.3917, -3.9026, -10.7237]]
}

---

{
  "formula": "C2HO4Sn",
  "method": "ωB97M-V with the def2-TZVPD basis set",
  "total_energy_ev": -16101.7101,
  "gap_ha": 0.293,
  "homo_energy_ev": -13.448,
  "spin_multiplicity": 1,
  "charge": 1,
  "e_lumo_ev": -5.487,
  "largest_force_ha_per_bohr": 0.120,
  "species": ["O", "C", "O", "C", "O", "O", "Sn", "H"],
  "coordinates": [[-2.9676, 2.7020, -0.4972], [-2.0310, 2.0856, -0.2699], [-1.1486, 1.4214, 0.1176], [1.5323, -1.6162, 0.0287], [0.3578, -1.8528, 0.4265], [1.9905, -0.4422, 0.1182], [0.1594, 0.1066, 0.5752], [2.1071, -2.4043, -0.4990]]
}